Here is a 4-piece molecular cluster, C21H43N2O12 overall in a non-equilibrium geometry from the OMol25 dataset. Energies are from ωB97M-V/def2-TZVPD.

LUMO level, eV: -3.0
F_max, eV/Å: 4.8
Molar mass, g mol⁻¹: 515.6
Electronic energy, eV: -50017.5037
Kohn-Sham gap, eV: 9.2

ORCA input file:
```
! wB97M-V def2-TZVPD RIJCOSX def2/J DEFGRID3
* xyz 1 1
C 4.52 0.00 -2.36
C 3.75 1.20 -2.79
O 4.14 1.94 -3.59
O 2.57 1.37 -2.15
C 1.79 2.48 -2.66
C 0.49 2.52 -1.86
C -0.80 2.37 -2.67
C -0.74 1.30 -3.76
N -0.28 -0.01 -3.23
N 0.08 -0.96 -4.25
C 1.37 -0.55 -4.92
C 0.30 -2.28 -3.68
C 0.62 -2.45 -2.21
O 0.28 -3.18 -4.39
H 5.40 -0.11 -2.98
H 3.92 -0.90 -2.38
H 4.85 0.12 -1.33
H 1.66 2.32 -3.73
H 2.38 3.38 -2.53
H 0.54 1.67 -1.17
H 0.46 3.39 -1.21
H -1.58 2.08 -1.96
H -1.11 3.33 -3.08
H -0.14 1.67 -4.58
H -1.74 1.19 -4.16
H 0.49 0.10 -2.56
H -1.08 -0.42 -2.73
H 1.84 0.23 -4.33
H 2.05 -1.39 -5.00
H 1.10 -0.19 -5.91
H 1.42 -1.77 -1.91
H -0.23 -2.18 -1.59
H 0.96 -3.45 -1.98
C -5.43 7.53 -3.63
C -4.05 6.90 -3.55
O -4.12 5.47 -3.42
C -4.38 4.81 -4.55
O -4.54 5.29 -5.64
O -4.45 3.50 -4.25
C -4.82 2.68 -5.36
H -6.04 7.21 -2.79
H -5.35 8.61 -3.63
H -5.94 7.22 -4.54
H -3.54 7.26 -2.65
H -3.43 7.18 -4.40
H -4.17 2.86 -6.22
H -5.86 2.85 -5.64
H -4.71 1.64 -5.04
C 2.81 -2.25 4.48
C 3.30 -1.87 3.10
O 2.24 -1.94 2.13
C 1.38 -0.93 2.14
O 1.41 0.04 2.85
O 0.44 -1.17 1.20
C -0.60 -0.20 1.17
H 2.33 -3.23 4.46
H 3.64 -2.28 5.18
H 2.07 -1.54 4.85
H 4.05 -2.57 2.77
H 3.75 -0.87 3.09
H -0.20 0.81 1.07
H -1.22 -0.27 2.06
H -1.22 -0.42 0.29
C -1.51 -6.24 8.37
C -0.76 -5.74 7.15
O -0.05 -4.52 7.43
C 1.09 -4.67 8.11
O 1.57 -5.71 8.49
O 1.61 -3.46 8.32
C 2.79 -3.46 9.13
H -2.16 -5.46 8.76
H -2.12 -7.11 8.11
H -0.82 -6.53 9.16
H -1.46 -5.49 6.36
H -0.08 -6.49 6.76
H 3.54 -4.14 8.72
H 2.55 -3.73 10.15
H 3.19 -2.44 9.11
*
```